No. 1
77
Properties=species:S:1:pos:R:3:forces:R:3:mulliken_charge:R:1 method="wB97M-V/def2-TZVPD" de_lowest_kj_mol=2944.9 orbital_gap_ev="4.67 / 4.79" total_charge=-1 lumo_ev="1.5 / 1.5"
Cs 1.0346 0.4466 -0.0186 1.547 -0.365 -2.380 1.02
C -0.0358 2.3231 2.4233 0.058 -0.069 -1.280 -0.37
C 1.0083 3.4180 2.1524 -0.328 -0.030 0.055 -1.03
N 1.8489 3.1331 1.0068 0.256 0.325 0.316 -0.05
C 1.9330 4.1890 0.0000 -0.149 -0.123 -0.006 -0.92
C 0.5571 4.4439 -0.6178 0.174 -0.092 -0.011 -0.95
N -0.0571 3.1884 -0.9898 -0.246 0.327 -0.370 0.25
C -1.4853 3.0602 -0.7859 0.150 0.102 0.188 -0.29
C -1.8088 2.8472 0.7047 0.218 -0.062 -0.008 -1.17
N -0.8689 1.8850 1.2757 0.092 0.656 1.461 0.73
H 0.6368 1.4227 2.6374 0.118 1.187 -0.269 0.10
H -0.5993 2.5648 3.3354 0.079 0.191 -0.035 0.13
H 0.4502 4.3454 2.0095 0.145 0.115 -0.028 0.33
H 1.5747 3.5262 3.0823 -0.001 0.068 -0.006 0.47
H 2.7727 2.8280 1.2862 -0.047 0.168 0.059 0.33
H 2.3319 5.1305 0.4063 0.037 0.021 -0.055 0.31
H 2.5979 3.8325 -0.7892 0.045 0.003 0.032 0.39
H -0.0839 4.9611 0.1010 -0.046 -0.005 -0.042 0.34
H 0.6853 5.1236 -1.4697 -0.031 0.069 0.039 0.43
H 0.2319 2.9063 -1.9196 -0.003 -0.047 0.006 0.20
H -2.0746 3.9165 -1.1525 0.000 -0.002 -0.033 0.32
H -1.8044 2.1736 -1.3264 -0.094 0.024 0.020 -0.23
H -1.7397 3.7832 1.2687 -0.052 0.054 -0.078 0.40
H -2.8368 2.4914 0.8038 -0.013 0.017 0.045 0.44
H -1.3069 0.9929 1.5303 -0.334 0.622 -0.652 -0.21
C -0.9775 -4.4862 3.0060 0.070 0.022 0.050 -2.08
C -1.0251 -3.2009 2.2159 -0.806 0.030 0.176 0.80
N -1.4437 -3.1386 0.9863 0.067 -0.116 0.063 -0.43
N -1.8299 -4.3528 0.4560 0.200 0.064 -0.013 0.04
C -2.1711 -4.5208 -0.8283 -0.113 0.024 -0.068 0.17
N -2.4468 -5.8368 -1.1413 -0.114 0.011 0.057 -0.49
S -2.3419 -3.3285 -1.9764 0.036 -0.035 0.032 -0.32
C -0.5036 -2.0128 2.8305 -2.781 0.946 -6.090 0.00
C -1.5533 -2.2460 5.0927 3.149 0.705 -1.825 -0.88
C 0.1407 -0.8058 5.8756 -0.191 0.404 0.485 -0.65
C 1.2146 -2.0961 4.0536 6.379 -0.631 -0.575 -0.01
C 1.4609 -2.0210 2.5997 -3.598 2.921 3.015 -0.67
N 0.1909 -1.0329 1.9000 1.217 -3.018 4.791 0.19
H -0.4239 -5.2450 2.4395 -0.005 0.001 0.015 0.57
H -1.9760 -4.8662 3.2331 -0.003 -0.010 0.015 0.39
H -0.4663 -4.3223 3.9502 -0.044 -0.013 0.011 0.29
H -1.8394 -5.1668 1.0539 -0.047 0.008 0.005 0.31
H -1.9749 -6.5660 -0.6306 0.048 -0.001 -0.034 0.18
H -2.5764 -5.9950 -2.1252 0.042 -0.005 -0.009 0.25
H -2.4517 -2.5373 5.5861 0.175 0.181 0.347 0.46
H 0.0141 -0.9573 6.9326 -0.274 0.331 0.057 0.39
H 2.0974 -2.2433 4.8349 -1.870 0.609 -1.471 0.13
H 2.3722 -2.2537 2.0445 -0.352 -0.097 -0.136 0.49
Br -6.9461 -0.5676 -1.6678 -0.008 -0.010 0.006 -0.23
C -5.1300 -0.3744 -2.1673 0.010 0.007 0.003 -0.24
C -4.7261 -0.6479 -3.4601 -0.005 -0.007 -0.008 -0.11
C -3.3866 -0.4824 -3.7680 -0.010 0.023 -0.012 -0.63
C -2.5225 -0.0485 -2.7750 0.020 -0.039 0.032 -0.49
N -2.9223 0.2122 -1.5327 0.073 0.081 0.092 -0.01
C -4.2031 0.0509 -1.2293 0.009 -0.116 -0.057 -0.17
H -5.4387 -0.9839 -4.2008 0.002 -0.013 0.003 0.44
H -3.0141 -0.6916 -4.7611 0.008 -0.008 0.005 0.42
H -1.4656 0.0883 -2.9838 0.000 -0.006 -0.012 0.55
H -4.5036 0.2530 -0.2074 -0.006 0.000 -0.002 0.45
Cl -2.4601 0.7730 3.6992 0.522 -0.011 -0.109 -0.29
Si -0.4076 0.2299 3.3902 -0.398 -1.102 -0.350 0.59
Cl 0.8770 1.1264 5.5479 -0.015 -0.117 -0.620 -0.39
Cl -0.3197 -1.5223 4.4318 -2.997 -4.393 5.580 -0.03
C 5.0434 1.7881 -4.4595 0.070 -0.033 -0.031 -0.99
Si 3.9686 0.3729 -3.8277 -0.158 0.079 0.105 0.35
C 3.7917 -0.8934 -5.2093 0.057 -0.025 -0.029 -1.00
C 4.9359 -0.4454 -2.4254 0.083 -0.029 -0.049 -1.00
Se 1.9999 1.0905 -3.1230 0.019 0.226 -0.408 -0.76
H 6.0205 1.4377 -4.8082 -0.005 0.000 -0.002 0.32
H 5.2043 2.5123 -3.6577 -0.007 0.010 -0.012 0.24
H 4.5470 2.3065 -5.2822 -0.005 0.000 0.005 0.26
H 4.7580 -1.2204 -5.6064 0.003 0.003 0.012 0.33
H 3.2054 -0.4678 -6.0260 0.007 -0.006 -0.006 0.25
H 3.2546 -1.7691 -4.8389 -0.007 0.000 -0.012 0.25
H 5.9152 -0.8068 -2.7567 -0.004 -0.002 0.002 0.33
H 4.3782 -1.2937 -2.0221 -0.008 0.007 0.005 0.24
H 5.0951 0.2723 -1.6166 -0.010 -0.009 0.007 0.22


No. 2
43
Properties=species:S:1:pos:R:3:forces:R:3:mulliken_charge:R:1 method="wB97M-V/def2-TZVPD" de_lowest_kj_mol=323.7 orbital_gap_ev="5.58 / 5.61" total_charge=+2 lumo_ev="-6.0 / -6.1"
Sn 0.0000 0.0000 0.0000 -2.061 0.417 -1.761 0.57
S -0.1364 -2.7052 -0.4780 0.330 -1.099 -0.386 0.00
S -0.1875 2.7021 -0.4781 0.337 1.291 -0.462 0.00
C 1.4749 -3.5520 -0.4244 -0.228 0.063 0.079 -1.00
C -0.3264 -2.4630 -2.2809 -0.116 0.042 0.252 -0.61
C 0.3568 -1.2246 -2.8170 -0.132 0.100 -0.375 -0.71
N -0.2104 -0.0021 -2.2202 0.118 -0.021 -3.382 -0.43
C 0.3336 1.2310 -2.8170 -0.128 -0.062 -0.392 -0.72
C -0.3728 2.4563 -2.2811 -0.107 -0.041 0.277 -0.64
H -1.3990 -2.4210 -2.4664 -0.076 -0.010 -0.011 0.42
H 0.0429 -3.3502 -2.7889 0.030 -0.109 0.064 0.51
H 0.2536 -1.2070 -3.9071 0.094 -0.045 -0.028 0.48
H 1.4225 -1.2408 -2.5954 0.181 -0.089 -0.072 0.31
H 0.2307 1.2115 -3.9071 0.083 0.035 -0.035 0.48
H 1.3988 1.2673 -2.5954 0.111 0.129 -0.104 0.28
H -1.4445 2.3941 -2.4665 -0.074 0.006 -0.023 0.42
H -0.0204 3.3503 -2.7890 0.029 0.104 0.052 0.52
C 1.4076 3.5792 -0.4245 -0.210 0.054 0.059 -0.93
H -1.2089 -0.0115 -2.4132 -0.131 0.002 0.093 0.38
H 2.1094 3.1854 -1.1533 0.003 -0.075 -0.129 0.26
H 1.8162 3.4373 0.5711 0.026 0.154 0.055 0.32
H 1.2564 4.6404 -0.5941 -0.024 0.054 -0.043 0.42
H 1.8877 -3.3897 0.5664 0.075 -0.110 0.177 0.36
H 2.1643 -3.1548 -1.1632 0.043 0.047 -0.166 0.34
H 1.3422 -4.6180 -0.5792 0.009 -0.050 -0.031 0.37
C -2.3358 -0.0221 0.5690 -1.302 -0.056 1.199 -0.56
C -1.6320 -0.0154 1.7232 -3.161 -0.079 2.453 -0.81
H -2.6944 -0.9472 0.1371 0.037 -0.066 -0.063 0.37
H -2.7117 0.8961 0.1370 0.071 0.071 -0.089 0.36
H -1.3999 -0.9336 2.2457 -0.058 -0.123 -0.019 0.39
H -1.4173 0.9071 2.2457 -0.003 0.152 -0.013 0.41
N 1.0544 -0.1425 1.8454 0.932 -1.969 4.517 -0.59
C 2.0575 0.8851 1.8410 0.901 1.282 0.813 -0.62
C 2.8994 0.6675 0.6170 2.092 0.410 0.547 -0.62
N 2.0850 0.0160 -0.4128 3.964 -1.156 -1.838 -0.35
H 1.5079 -1.0840 1.9136 -0.432 0.816 0.251 0.24
H 0.5346 -0.0164 2.7405 0.283 -0.523 -0.942 0.43
H 1.5095 1.8373 1.8142 0.259 -0.135 -0.005 0.28
H 2.6817 0.8934 2.7622 -0.379 -0.006 -0.627 0.46
H 3.3512 1.6235 0.2795 -0.362 -0.701 -0.001 0.34
H 3.7445 -0.0133 0.8753 -0.430 0.617 -0.152 0.38
H 2.5021 0.2352 -1.3336 -0.403 -0.021 0.511 0.28
H 2.3003 -1.0004 -0.3275 -0.192 0.702 -0.249 0.21


| no. | M (g/mol) | electronic energy (a.u.) |
| --- | --- | --- |
| 1 | 900.97 | -8651.68138 |
| 2 | 372.19 | -1571.43730 |